(1)
Computed, not measured: an isolated molecule of C6H10OS, with ωB97M-V with the def2-TZVPD basis set.

- Highest occupied orbital energy: -9.25 eV
- SMILES string: C[C@@]1(C2(S)CC2)CO1
- M: 130.212 g/mol
- LUMO energy: 0.801 eV
- Kohn-Sham gap: 10.05 eV

Geometry (Å):
C: -1.3029 -1.4819 0.9337
C: -0.8904 -0.3442 -0.0011
C: 0.5167 0.1881 0.1048
S: 1.8320 -0.8307 -0.5053
C: 0.6613 1.7114 -0.2066
C: 0.7899 1.1706 1.2184
C: -1.6581 0.0389 -1.2057
O: -1.8960 0.6923 -0.0034
H: -0.7322 -2.4052 0.7359
H: -2.3629 -1.6763 0.7905
H: -1.1344 -1.1875 1.9809
H: 2.0816 -1.5645 0.6070
H: -0.2331 2.3310 -0.3694
H: 1.5426 1.9564 -0.7658
H: 1.7934 1.1271 1.6482
H: -0.0130 1.3984 1.9367
H: -2.4740 -0.6051 -1.4865
H: -1.3109 0.6816 -2.0258

Charges per atom according to Mulliken partitioning, unit e: atom 1 (C): -1.232, atom 2 (C): 1.007, atom 3 (C): 0.302, atom 4 (S): -0.196, atom 5 (C): -0.803, atom 6 (C): -0.675, atom 7 (C): -0.778, atom 8 (O): -0.496, atom 9 (H): 0.314, atom 10 (H): 0.407, atom 11 (H): 0.265, atom 12 (H): 0.133, atom 13 (H): 0.278, atom 14 (H): 0.329, atom 15 (H): 0.311, atom 16 (H): 0.268, atom 17 (H): 0.306, atom 18 (H): 0.259


(2)
Computed, not measured: an isolated molecule of C6H10OS, with ωB97M-V with the def2-TZVPD basis set.

- Highest occupied orbital energy: -8.66 eV
- SMILES string: C[C@@]12COC[C@@H]1SC2
- M: 130.212 g/mol
- LUMO energy: 0.831 eV
- Kohn-Sham gap: 9.49 eV

Geometry (Å):
C: 1.8253 0.4916 -1.3140
C: 0.7478 0.2659 -0.2306
C: 0.3082 1.5191 0.5711
O: -1.0343 1.4128 0.8112
C: -1.5363 0.8300 -0.3633
C: -0.5647 -0.2524 -0.7652
S: -0.5387 -1.7503 0.3732
C: 1.0749 -0.9149 0.7539
H: 2.0578 -0.4629 -1.8188
H: 1.4709 1.2257 -2.0585
H: 2.7793 0.9117 -1.0054
H: 0.4932 2.4769 -0.0192
H: 0.8635 1.6805 1.5157
H: -1.7037 1.6073 -1.2470
H: -2.5587 0.3706 -0.2122
H: -0.6965 -0.6114 -1.7913
H: 1.1374 -0.5559 1.7774
H: 1.9194 -1.5753 0.4862

Charges per atom according to Mulliken partitioning, unit e: atom 1 (C): -1.706, atom 2 (C): 1.379, atom 3 (C): -0.936, atom 4 (O): -0.349, atom 5 (C): -0.510, atom 6 (C): -0.398, atom 7 (S): -0.172, atom 8 (C): -0.914, atom 9 (H): 0.426, atom 10 (H): 0.391, atom 11 (H): 0.372, atom 12 (H): 0.327, atom 13 (H): 0.372, atom 14 (H): 0.256, atom 15 (H): 0.356, atom 16 (H): 0.434, atom 17 (H): 0.298, atom 18 (H): 0.373


(3)
Computed, not measured: an isolated molecule of C6H10OS, with ωB97M-V with the def2-TZVPD basis set.

- Highest occupied orbital energy: -8.54 eV
- SMILES string: O[C@H]1CCS[C@@H]2C[C@H]12
- M: 130.212 g/mol
- LUMO energy: 0.843 eV
- Kohn-Sham gap: 9.39 eV

Geometry (Å):
O: -1.9881 -0.3065 -0.9473
C: -1.1783 0.1081 0.1507
C: -0.5192 -1.1050 0.8198
C: 0.4948 -1.7794 -0.0880
S: 1.9599 -0.7527 -0.3962
C: 1.2408 0.8791 -0.6318
C: 0.8916 1.7200 0.5456
C: -0.2102 1.1757 -0.3123
H: -1.3994 -0.4981 -1.6726
H: -1.8840 0.5717 0.8348
H: -1.3167 -1.7784 1.0632
H: -0.0371 -0.7843 1.7601
H: 0.0188 -2.0765 -1.0236
H: 0.8929 -2.6933 0.3990
H: 1.6491 1.3715 -1.5077
H: 1.0137 1.2825 1.5167
H: 1.0600 2.7866 0.4686
H: -0.6886 1.8787 -0.9789

Charges per atom according to Mulliken partitioning, unit e: atom 1 (O): -0.558, atom 2 (C): -0.059, atom 3 (C): -0.785, atom 4 (C): -0.596, atom 5 (S): -0.199, atom 6 (C): -0.022, atom 7 (C): -0.807, atom 8 (C): -0.369, atom 9 (H): 0.380, atom 10 (H): 0.370, atom 11 (H): 0.352, atom 12 (H): 0.298, atom 13 (H): 0.340, atom 14 (H): 0.348, atom 15 (H): 0.388, atom 16 (H): 0.227, atom 17 (H): 0.279, atom 18 (H): 0.413


The structure with the least stability is (1).


(1)
Computed, not measured: a 2-piece molecular cluster, C3H9NO2 overall, with ωB97M-V with the def2-TZVPD basis set.

- Expectation value of S²: 0.773
- 2S+1: 2
- Charge: +1
- Highest occupied orbital energy (spin up / spin down): -14.77 / -14.76 eV
- M: 91.110 g/mol
- LUMO energy (spin up / spin down): -4.108 / -9.468 eV
- Kohn-Sham gap (spin up / spin down): 10.67 / 5.29 eV

Geometry (Å):
C: 1.6094 0.0218 0.7132
C: 0.6050 0.4609 -0.2734
N: -0.7677 0.5497 0.1010
C: -1.2118 0.4898 1.4432
O: 0.8784 0.6978 -1.4267
H: 1.3403 -0.5047 1.6185
H: 2.4760 -0.3778 0.2329
H: 2.0528 1.0116 0.9915
H: -1.4811 0.9168 -0.5351
H: -0.7806 1.3632 2.0032
H: -0.7293 -0.3524 1.9593
H: -2.3091 0.3465 1.4880
H: -0.7341 -1.5989 -2.0224
H: -0.2698 -1.1330 -3.3615
O: -0.6785 -1.8913 -2.9315

Charges per atom according to Mulliken partitioning, unit e: atom 1 (C): -1.070, atom 2 (C): 0.581, atom 3 (N): 0.077, atom 4 (C): -0.742, atom 5 (O): -0.345, atom 6 (H): 0.366, atom 7 (H): 0.351, atom 8 (H): 0.356, atom 9 (H): 0.384, atom 10 (H): 0.379, atom 11 (H): 0.314, atom 12 (H): 0.325, atom 13 (H): 0.276, atom 14 (H): 0.339, atom 15 (O): -0.590


(2)
Computed, not measured: a 2-piece molecular cluster, C3H9NO2 overall, with ωB97M-V with the def2-TZVPD basis set.

- Expectation value of S²: 0.754
- 2S+1: 2
- Charge: +1
- Highest occupied orbital energy (spin up / spin down): -14.77 / -14.61 eV
- M: 91.110 g/mol
- LUMO energy (spin up / spin down): -3.852 / -8.804 eV
- Kohn-Sham gap (spin up / spin down): 10.92 / 5.81 eV

Geometry (Å):
C: 1.9538 1.4804 0.4739
C: 1.2467 0.3379 -0.2165
O: 1.7506 -0.8532 0.0619
O: 0.1359 0.4368 -0.7369
H: 1.4772 2.3734 0.0537
H: 3.0304 1.5181 0.3480
H: 1.5997 1.4359 1.4980
C: -2.3473 0.0765 0.2534
N: -2.2245 -1.3731 0.0294
H: 1.1847 -1.6038 0.0549
H: -1.8432 -1.4803 -0.9184
H: -1.7393 -1.9412 0.7223
H: -1.7434 0.2969 1.1309
H: -3.3971 0.2944 0.4601
H: -2.1602 0.6030 -0.6716

Charges per atom according to Mulliken partitioning, unit e: atom 1 (C): -0.833, atom 2 (C): 0.635, atom 3 (O): -0.407, atom 4 (O): -0.556, atom 5 (H): 0.299, atom 6 (H): 0.348, atom 7 (H): 0.265, atom 8 (C): -0.656, atom 9 (N): -0.076, atom 10 (H): 0.285, atom 11 (H): 0.354, atom 12 (H): 0.322, atom 13 (H): 0.305, atom 14 (H): 0.328, atom 15 (H): 0.386


The structure with the least stability is (1).


(1)
Computed, not measured: an isolated molecule of C5H6O, with ωB97M-V with the def2-TZVPD basis set.

- Highest occupied orbital energy: -8.50 eV
- SMILES string: Cc1ccco1
- M: 82.102 g/mol
- LUMO energy: 1.124 eV
- Kohn-Sham gap: 9.62 eV

Geometry (Å):
C: -1.8542 -0.3850 0.0515
C: -0.4064 -0.0322 -0.0257
C: 0.3183 1.1070 0.1980
C: 1.6711 0.6872 0.1375
C: 1.6804 -0.6413 -0.0410
O: 0.3745 -1.1041 -0.2003
H: -2.1321 -0.4578 1.0381
H: -2.6827 0.1758 -0.5722
H: -1.8805 -1.3883 -0.2852
H: 0.0934 2.1686 -0.0732
H: 2.5624 1.3303 0.1557
H: 2.2559 -1.4602 -0.3832

Charges per atom according to Mulliken partitioning, unit e: atom 1 (C): -1.099, atom 2 (C): 0.683, atom 3 (C): -0.590, atom 4 (C): -0.134, atom 5 (C): -0.465, atom 6 (O): -0.326, atom 7 (H): 0.284, atom 8 (H): 0.270, atom 9 (H): 0.357, atom 10 (H): 0.260, atom 11 (H): 0.350, atom 12 (H): 0.410


(2)
Computed, not measured: an isolated molecule of C5H6O, with ωB97M-V with the def2-TZVPD basis set.

- Highest occupied orbital energy: -8.56 eV
- SMILES string: C1=C[C@@H]2C[C@@H]2O1
- M: 82.102 g/mol
- LUMO energy: 1.103 eV
- Kohn-Sham gap: 9.66 eV

Geometry (Å):
C: -0.9705 1.0257 -0.3956
C: -1.1336 -0.3512 -0.6114
C: 0.1524 -0.9776 -0.2720
C: 0.6800 -0.5185 1.1507
C: 1.0152 0.4576 0.0252
O: 0.3064 1.5161 -0.4121
H: -1.7730 1.9137 -0.9012
H: -2.1375 -0.8354 -1.0255
H: 0.3498 -1.8207 -0.9494
H: 1.4577 -0.8631 1.8965
H: -0.0578 0.1602 1.8046
H: 2.1108 0.2934 -0.3096

Charges per atom according to Mulliken partitioning, unit e: atom 1 (C): -0.341, atom 2 (C): -0.124, atom 3 (C): -0.500, atom 4 (C): -0.393, atom 5 (C): -0.063, atom 6 (O): -0.309, atom 7 (H): 0.229, atom 8 (H): 0.297, atom 9 (H): 0.344, atom 10 (H): 0.299, atom 11 (H): 0.231, atom 12 (H): 0.330


(3)
Computed, not measured: C5H6O as an isolated structure, with ωB97M-V with the def2-TZVPD basis set.

- Highest occupied orbital energy: -8.55 eV
- M: 82.102 g/mol
- LUMO energy: 1.044 eV
- Kohn-Sham gap: 9.60 eV

Geometry (Å):
C: -1.7521 0.3922 -0.8094
C: -0.9175 -0.6603 -0.8172
C: 0.4457 -0.6359 -0.2099
O: 1.1085 0.6647 -0.2581
C: 0.8496 0.7629 1.1002
C: 0.3763 -0.4870 1.2982
H: -1.8535 1.0491 0.0553
H: -2.4018 0.5960 -1.6622
H: -1.1677 -1.5819 -1.3517
H: 1.1106 -1.4281 -0.5830
H: 1.0616 1.6800 1.6484
H: 0.0731 -1.1085 2.1338

Charges per atom according to Mulliken partitioning, unit e: atom 1 (C): -0.611, atom 2 (C): -0.456, atom 3 (C): 0.275, atom 4 (O): -0.393, atom 5 (C): -0.421, atom 6 (C): -0.305, atom 7 (H): 0.266, atom 8 (H): 0.249, atom 9 (H): 0.340, atom 10 (H): 0.382, atom 11 (H): 0.358, atom 12 (H): 0.316


The structure with the least stability is (2).


(1)
Computed, not measured: an isolated molecule of C3H6O, with ωB97M-V with the def2-TZVPD basis set.

- Highest occupied orbital energy: -9.90 eV
- SMILES string: CCC=O
- M: 58.080 g/mol
- LUMO energy: 0.985 eV
- Kohn-Sham gap: 10.88 eV

Geometry (Å):
C: -1.2290 0.2228 0.0833
C: 0.2354 -0.5778 -0.1568
C: 1.5255 0.2050 0.0941
O: 1.5816 1.4072 0.2244
H: -0.9644 1.1727 0.5354
H: -1.8960 -0.4184 0.6610
H: -1.8216 0.4794 -0.8479
H: 0.3694 -1.5881 0.2806
H: -0.2678 -0.5024 -1.0900
H: 2.4670 -0.4004 0.2159

Charges per atom according to Mulliken partitioning, unit e: atom 1 (C): -0.955, atom 2 (C): -0.358, atom 3 (C): 0.094, atom 4 (O): -0.482, atom 5 (H): 0.277, atom 6 (H): 0.259, atom 7 (H): 0.321, atom 8 (H): 0.347, atom 9 (H): 0.184, atom 10 (H): 0.313


(2)
Computed, not measured: a 2-piece molecular cluster, C3H6O overall, with ωB97M-V with the def2-TZVPD basis set.

- Highest occupied orbital energy: -8.60 eV
- M: 58.080 g/mol
- LUMO energy: 0.209 eV
- Kohn-Sham gap: 8.81 eV

Geometry (Å):
C: 0.5120 -0.3134 0.6057
C: 0.5268 1.0223 -0.2477
C: -0.5130 0.0023 -0.2558
O: -1.1122 -0.8102 -1.1994
H: 1.3185 -0.9888 0.3208
H: 0.3283 -0.3807 1.6872
H: 0.5269 2.0607 0.1350
H: 1.2752 0.7476 -1.0140
H: -2.0432 0.3419 0.9573
H: -0.8192 -1.6818 -0.9891

Charges per atom according to Mulliken partitioning, unit e: atom 1 (C): -0.700, atom 2 (C): -0.597, atom 3 (C): 0.241, atom 4 (O): -0.350, atom 5 (H): 0.280, atom 6 (H): 0.232, atom 7 (H): 0.273, atom 8 (H): 0.217, atom 9 (H): 0.111, atom 10 (H): 0.293


(3)
Computed, not measured: C3H6O as an isolated structure, with ωB97M-V with the def2-TZVPD basis set.

- Highest occupied orbital energy: -9.67 eV
- M: 58.080 g/mol
- LUMO energy: 1.203 eV
- Kohn-Sham gap: 10.87 eV

Geometry (Å):
C: 0.0504 0.8242 0.0228
C: 0.9558 -0.4148 -0.0203
O: -0.1014 -1.1893 -0.6094
C: -1.0414 -0.2478 -0.0734
H: 0.1651 1.4454 -0.8708
H: 0.0447 1.4423 0.9224
H: 1.8616 -0.4013 -0.6323
H: 1.1814 -0.7961 0.9871
H: -1.9564 -0.1400 -0.6541
H: -1.3671 -0.5452 0.9346

Charges per atom according to Mulliken partitioning, unit e: atom 1 (C): -0.457, atom 2 (C): -0.299, atom 3 (O): -0.403, atom 4 (C): -0.309, atom 5 (H): 0.223, atom 6 (H): 0.260, atom 7 (H): 0.270, atom 8 (H): 0.222, atom 9 (H): 0.283, atom 10 (H): 0.210


The structure with the least stability is (2).


(1)
Computed, not measured: an isolated molecule of C3H6O, with ωB97M-V with the def2-TZVPD basis set.

- Highest occupied orbital energy: -8.32 eV
- SMILES string: C=C(C)O
- M: 58.080 g/mol
- LUMO energy: 0.913 eV
- Kohn-Sham gap: 9.23 eV

Geometry (Å):
C: 0.0781 -0.9332 0.9770
C: 0.0063 0.1525 0.1554
C: -0.0197 0.1274 -1.3163
O: 0.0642 1.4029 0.6873
H: -0.5717 -1.8007 0.8731
H: 0.4938 -0.7136 1.9560
H: -0.1062 -0.9094 -1.6277
H: -1.0071 0.6096 -1.4436
H: 0.7938 0.5469 -1.8832
H: 0.2684 1.5177 1.6220

Charges per atom according to Mulliken partitioning, unit e: atom 1 (C): -0.839, atom 2 (C): 0.699, atom 3 (C): -1.004, atom 4 (O): -0.505, atom 5 (H): 0.241, atom 6 (H): 0.238, atom 7 (H): 0.265, atom 8 (H): 0.272, atom 9 (H): 0.313, atom 10 (H): 0.320


(2)
Computed, not measured: a 2-piece molecular cluster, C3H6O overall, with ωB97M-V with the def2-TZVPD basis set.

- Highest occupied orbital energy: -8.84 eV
- SMILES string: CC=C=O.[H][H]
- M: 58.080 g/mol
- LUMO energy: 0.894 eV
- Kohn-Sham gap: 9.74 eV

Geometry (Å):
C: -1.4394 0.3688 0.3298
C: -0.0456 -0.2027 0.2122
C: 0.9319 0.6077 -0.1147
O: 1.6720 1.4596 -0.4414
H: -1.7213 0.4775 1.3800
H: -2.1736 -0.2894 -0.1436
H: -1.5285 1.3483 -0.1470
H: 0.1371 -1.2240 0.5117
H: 1.7720 -1.3297 -0.9836
H: 2.3954 -1.2160 -0.6035

Charges per atom according to Mulliken partitioning, unit e: atom 1 (C): -1.090, atom 2 (C): -0.229, atom 3 (C): 0.412, atom 4 (O): -0.381, atom 5 (H): 0.274, atom 6 (H): 0.293, atom 7 (H): 0.319, atom 8 (H): 0.381, atom 9 (H): -0.054, atom 10 (H): 0.075


(3)
Computed, not measured: C3H6O as an isolated structure, with ωB97M-V with the def2-TZVPD basis set.

- Highest occupied orbital energy: -8.55 eV
- M: 58.080 g/mol
- LUMO energy: 1.006 eV
- Kohn-Sham gap: 9.56 eV

Geometry (Å):
C: 0.7833 -1.0139 0.0077
C: -0.1705 0.1149 -0.3369
C: -0.8038 1.4396 0.6972
O: 0.3730 1.3757 -0.0845
H: 1.6654 -0.9351 -0.6422
H: 0.3243 -1.9969 -0.1461
H: 1.1138 -0.9261 1.0467
H: -0.6604 0.0411 -1.3138
H: -1.6359 1.7880 0.0361
H: -0.9893 0.1127 0.7357

Charges per atom according to Mulliken partitioning, unit e: atom 1 (C): -1.166, atom 2 (C): 0.198, atom 3 (C): -0.449, atom 4 (O): -0.287, atom 5 (H): 0.314, atom 6 (H): 0.338, atom 7 (H): 0.308, atom 8 (H): 0.352, atom 9 (H): 0.131, atom 10 (H): 0.261


The structure with the least stability is (3).